[1]
This record from the OMol25 dataset describes a molecular structure, C39H43AuBrN4O5S. The level of theory is the ωB97M-V functional and the def2-TZVPD basis.

Calculated values
Molecular weight = 956.7 g/mol
Max |F| = 0.48 eV Å⁻¹
E_LUMO = 0.0684 Eh
Total charge = -1

Each line ends with the Löwdin charge.
CARTESIAN COORDINATES (ANGSTROEM)
Au  0.8463  -2.2284  0.4522  0.891
Br  3.0035  2.7144  -1.0407  0.816
S  -3.5131  -4.0059  2.2860  0.619
O  4.3948  -3.0093  1.6431  0.048
O  -3.1559  -4.6730  3.5076  -0.307
O  2.8107  -2.6961  0.0919  -0.224
O  -4.5033  -4.6288  1.4485  -0.315
O  -1.1329  -1.7016  0.7043  -0.197
N  5.5423  0.9346  1.6424  0.070
N  0.2456  1.1536  0.5295  0.147
N  0.1346  -0.7587  -1.8112  0.100
N  -2.1927  -3.6122  1.4168  -0.008
C  5.1495  -0.3365  1.6170  -0.094
C  3.4397  0.0827  0.0095  -0.066
C  2.1780  0.3048  3.5677  -0.042
C  0.1614  -1.2726  -3.1409  -0.152
C  3.8495  1.4037  0.0425  -0.629
C  -3.0875  -1.5073  2.0487  -0.140
C  4.8912  1.7941  0.8658  -0.212
C  0.4782  5.2810  0.1924  -0.081
C  -3.1896  -0.1329  2.1628  -0.006
C  -5.1646  -0.4623  3.5201  -0.076
C  3.7417  -2.2982  0.9033  -0.635
C  -4.0085  -2.3355  2.6527  -0.211
C  -0.3160  2.2313  4.0104  -0.033
C  -0.5138  0.3096  -1.6338  -0.102
C  -0.6446  1.0551  -0.3614  -0.138
C  -1.3793  -3.1390  -2.3609  -0.383
C  -0.0142  -0.7491  4.1846  -0.053
C  1.8970  0.4949  -3.7485  -0.404
C  -2.7929  -3.5187  -2.7994  -0.063
C  -0.0621  1.9994  1.6316  -0.155
C  1.4623  1.7969  -4.4207  -0.069
C  -0.6109  -4.3765  -1.8882  -0.063
C  -0.5687  -2.8909  -4.7430  -0.038
C  -4.2412  0.3837  2.9098  -0.065
C  -1.8291  4.4735  -0.3720  -0.065
C  -5.0592  -1.8443  3.3987  -0.035
C  -0.5923  -2.4179  -3.4374  -0.132
C  -0.4381  4.0560  0.1108  -0.398
C  0.9754  -0.6574  -4.0987  -0.141
C  0.7169  0.1089  3.1538  -0.380
C  -0.8125  3.5135  3.8403  -0.075
C  -0.4831  3.3297  1.4474  -0.140
C  0.1954  -2.2720  -5.7203  -0.080
C  4.1067  -0.8158  0.8319  -0.123
C  3.3534  0.1698  -4.0843  -0.062
C  -0.8655  4.0587  2.5716  -0.050
C  -2.0373  -2.3153  1.3438  -0.514
C  0.9694  -1.1738  -5.3915  -0.047
C  0.0835  1.4639  2.9250  -0.138
H  -0.0003  3.3910  -0.6337  0.085
H  -0.5325  -5.1093  -2.6971  0.079
H  0.7102  -0.4313  2.2074  0.060
H  0.3962  -1.7602  4.1754  0.088
H  0.4301  2.0516  -4.1700  0.072
H  0.1082  -0.3551  5.1970  0.072
H  -5.7689  -2.5088  3.8732  0.118
H  -1.0893  0.7546  -2.4584  0.136
H  2.6236  -0.2498  -0.6185  0.080
H  4.0063  0.9714  -3.7319  0.068
H  -1.2014  5.0814  2.4464  0.105
H  -1.1243  -4.8370  -1.0425  0.073
H  -5.9729  -0.0373  4.1018  0.100
H  0.5934  5.7318  -0.7962  0.079
H  2.1063  2.6216  -4.1069  0.056
H  0.4003  -4.1187  -1.5679  0.057
H  -3.3376  -3.9337  -1.9495  0.079
H  -2.4548  0.5130  1.6978  0.099
H  -0.2348  1.8145  5.0065  0.110
H  -1.6002  1.5870  -0.2723  0.116
H  1.5270  1.7130  -5.5085  0.077
H  -1.0820  -0.8171  3.9758  0.070
H  -1.7703  4.9320  -1.3616  0.078
H  1.8541  0.6498  -2.6722  0.058
H  2.6856  -0.6584  3.6405  0.085
H  -3.3433  -2.6506  -3.1688  0.080
H  1.4665  5.0038  0.5587  0.061
H  2.7133  0.9227  2.8453  0.070
H  3.6641  -0.7598  -3.6053  0.089
H  3.5027  0.0624  -5.1610  0.071
H  -2.2697  5.2053  0.3090  0.075
H  5.6791  -1.0335  2.2547  0.118
H  -2.5152  3.6268  -0.4281  0.068
H  -4.3378  1.4556  3.0280  0.103
H  -1.1326  4.0938  4.6968  0.099
H  0.0682  6.0417  0.8596  0.071
H  -1.4756  -2.4706  -1.5069  0.090
H  -1.1550  -3.7657  -4.9966  0.107
H  0.1993  -2.6573  -6.7323  0.097
H  5.2084  2.8305  0.8958  0.094
H  1.5880  -0.7078  -6.1497  0.107
H  -2.7860  -4.2757  -3.5872  0.068
H  2.2352  0.7991  4.5420  0.083

[2]
This record from the OMol25 dataset describes a molecular structure, C15H13F5N7OsS2. The level of theory is the ωB97M-V functional and the def2-TZVPD basis.

Calculated values
Molecular weight = 640.7 g/mol
Max |F| = 0.38 eV Å⁻¹
E_LUMO (spin up / spin down) = -0.0898 / -0.0890 Eh
Multiplicity = 2
Expectation value of S² = 0.77

Each line ends with the Löwdin spin population.
CARTESIAN COORDINATES (ANGSTROEM)
Os  0.6105  -1.3915  -0.0757  0.704
S  2.1488  -1.1933  1.7744  0.098
S  -0.1880  -2.5861  -2.1996  0.104
F  0.8105  1.0050  -1.7494  -0.001
F  3.8542  0.0996  -0.3046  0.002
F  2.4281  1.6057  0.3662  0.000
F  2.1994  -0.5938  -2.3441  0.004
F  3.2825  1.7128  -1.6131  0.000
N  -0.2213  -0.0038  2.3705  -0.007
N  1.1589  -0.4702  4.0995  0.007
N  -0.4743  -2.8952  1.0277  0.007
N  -2.1565  -3.2992  2.7545  0.004
N  -0.4539  -0.1145  1.0580  0.005
N  -1.6651  -0.2876  -1.6906  0.004
N  -3.8821  -1.5707  3.1773  0.001
C  -0.8759  -0.8231  5.4911  0.000
C  -2.3352  1.2588  1.7229  0.001
C  2.8252  0.8657  -0.6802  0.000
C  -3.0752  -2.3742  2.9581  0.000
C  -1.5384  0.5473  0.6663  0.015
C  -1.2885  -3.0779  1.8447  0.005
C  -0.6701  -1.2156  -1.4447  0.015
C  1.6598  0.0163  -1.2278  0.003
C  -3.0804  0.7257  -3.3039  0.006
C  -1.9967  0.6111  -0.6990  0.000
C  -2.8836  1.6382  -1.0883  0.005
C  -3.4023  1.7032  -2.3499  -0.002
C  0.2521  0.1111  5.0859  0.001
C  0.9277  -0.5351  2.7906  0.012
C  -2.2048  -0.2417  -2.9484  -0.001
H  -4.0578  2.5218  -2.6151  0.000
H  -3.4819  0.7447  -4.3053  0.000
H  -1.5386  -1.0275  4.6527  0.000
H  -1.4683  -0.3638  6.2830  0.000
H  -1.7893  2.1165  2.1211  0.001
H  -3.1219  2.4031  -0.3699  0.000
H  -0.4830  -1.7703  5.8629  0.000
H  0.8674  0.3693  5.9477  0.000
H  2.0217  -0.8795  4.4162  0.002
H  -1.8484  -1.0142  -3.6127  0.002
H  -0.1474  1.0366  4.6711  0.001
H  -3.3102  1.5703  1.3642  0.000
H  -2.5048  0.5711  2.5511  0.000

[3]
This record from the OMol25 dataset describes a molecular structure, C29H23N4O4Pb. The level of theory is the ωB97M-V functional and the def2-TZVPD basis.

Calculated values
Molecular weight = 698.7 g/mol
Max |F| = 0.32 eV Å⁻¹
E_LUMO = 0.0768 Eh
Total charge = -1

Each line ends with the Löwdin charge.
CARTESIAN COORDINATES (ANGSTROEM)
Pb  0.5861  -0.2838  -0.0086  1.218
O  1.8261  -4.8555  0.3299  0.046
O  1.0143  -1.5005  -3.0533  -0.055
O  2.3921  -0.3549  3.1714  -0.113
O  -0.9464  -4.4583  0.8505  0.047
N  -0.2571  2.2295  -0.2464  0.055
N  0.6921  -2.8469  0.5386  0.046
N  -0.4498  -1.4946  2.7270  0.076
N  3.1046  -1.9155  -0.8376  0.072
C  4.3379  -2.1793  -2.8700  -0.082
C  -1.3569  4.7803  -0.2288  -0.013
C  3.7931  -3.4455  -3.0494  -0.074
C  0.5586  3.3206  -0.2285  -0.210
C  -4.5903  0.1178  -0.2010  -0.107
C  1.6278  -3.6888  0.0108  -0.466
C  0.0506  4.6393  -0.2113  -0.163
C  -3.7909  1.2443  -0.2065  -0.061
C  2.5825  -3.1218  -1.0183  -0.225
C  -0.3782  -3.4216  1.1627  -0.481
C  -2.2216  -1.2213  4.3061  -0.071
C  -1.0052  -2.6273  2.3087  -0.207
C  2.2920  5.5282  -0.1822  -0.094
C  0.5279  -0.5778  -2.4336  -0.509
C  -3.9981  -1.1394  -0.2069  -0.090
C  -2.7829  -2.4240  3.8969  -0.069
C  -0.1757  0.5365  -3.2058  -0.114
C  -2.3917  1.1397  -0.2037  -0.212
C  2.8034  4.2135  -0.2071  -0.078
C  2.9146  -3.9299  -2.1041  -0.014
C  1.9627  3.1362  -0.2335  -0.019
C  0.9410  5.7340  -0.1873  -0.049
C  -2.1452  3.6761  -0.2334  0.000
C  -2.6162  -1.2438  -0.2056  -0.123
C  -1.5653  2.3720  -0.2251  -0.218
C  -2.1677  -3.1357  2.8857  -0.010
C  -1.7706  -0.1297  -0.1859  -0.238
C  -1.0523  -0.8071  3.6935  -0.136
C  3.9669  -1.4643  -1.7474  -0.162
H  -5.6695  0.2163  -0.2019  0.091
H  -2.6791  -0.6200  5.0811  0.095
H  0.2664  1.4980  -2.9258  0.053
H  -3.6880  -2.7942  4.3620  0.100
H  -0.5710  0.1207  3.9912  0.109
H  -4.2849  2.2079  -0.2170  0.085
H  2.4694  -4.9112  -2.1817  0.117
H  -1.7902  5.7742  -0.2430  0.113
H  3.8745  4.0566  -0.2003  0.102
H  -4.6139  -2.0321  -0.2108  0.098
H  4.3755  -0.4733  -1.5670  0.101
H  -2.5561  -4.0702  2.5075  0.113
H  1.4865  -0.3669  2.8291  -0.064
H  2.9743  6.3684  -0.1554  0.096
H  -0.1064  0.3873  -4.2884  0.063
H  2.8517  -0.9416  2.5599  0.020
H  -2.1746  -2.2362  -0.2245  0.086
H  -3.2182  3.7888  -0.2548  0.092
H  -1.2249  0.5584  -2.8979  0.058
H  2.3490  2.1250  -0.2405  0.071
H  5.0321  -1.7580  -3.5862  0.093
H  0.5362  6.7403  -0.1776  0.107
H  4.0493  -4.0391  -3.9187  0.100

[4]
This record from the OMol25 dataset describes a single C9H7N molecule. The level of theory is the ωB97M-V functional and the def2-TZVPD basis.

Calculated values
SMILES string = Cc1cccc2[nH]c#cc12
Molecular weight = 129.2 g/mol
Max |F| = 3.64 eV Å⁻¹
E_LUMO (spin up / spin down) = -0.0547 / -0.0595 Eh

Each line ends with the Löwdin charge.
CARTESIAN COORDINATES (ANGSTROEM)
N  -1.3344  1.2131  -1.9486  0.047
C  1.2864  1.2663  0.6723  -0.102
C  -0.4378  0.9729  -0.9472  -0.247
C  -2.0962  0.0957  -2.1044  -0.054
C  1.1608  0.0091  1.1477  -0.077
C  0.2157  -0.8849  0.6369  -0.231
C  -0.1001  -2.1789  1.1991  -0.044
C  -1.6077  -0.7996  -1.2728  0.112
C  -0.6524  -0.3533  -0.3527  -0.123
C  0.5801  1.7554  -0.4645  -0.013
H  -1.4103  2.0114  -2.5619  0.147
H  1.9039  -0.1366  1.8790  0.099
H  0.8788  -2.4921  1.4134  0.071
H  2.1756  1.8015  1.1168  0.120
H  -0.5671  -2.6979  0.4228  0.061
H  0.6977  2.7476  -0.9649  0.123
H  -0.6928  -2.3298  2.1291  0.112

[5]
This record from the OMol25 dataset describes 3 unconnected molecules or ions with the total composition C3H11O3S2. The level of theory is the ωB97M-V functional and the def2-TZVPD basis.

Calculated values
Molecular weight = 159.3 g/mol
Max |F| = 1.86 eV Å⁻¹
E_LUMO = 0.1273 Eh
Total charge = -1

Each line ends with the Löwdin charge.
CARTESIAN COORDINATES (ANGSTROEM)
S  0.9606  -1.9821  0.6637  -0.004
S  0.5699  -0.6189  2.2311  0.283
O  2.2526  -0.1414  -1.5626  -0.156
O  -0.0882  1.6476  -1.6403  -0.091
O  -1.9507  -2.8017  -0.1253  -0.168
C  -0.9105  1.2124  0.6489  -0.241
C  0.4824  0.9300  1.2556  -0.600
C  -0.8657  0.7945  -0.8157  -0.302
H  0.6622  1.6680  2.0401  0.042
H  1.2836  0.9548  0.5271  0.038
H  -1.6512  0.7026  1.2512  0.089
H  -0.6155  -0.2584  -0.8971  0.069
H  -1.0531  -2.4132  0.0404  -0.140
H  -2.0659  -3.2542  0.7167  0.005
H  1.9370  -0.8314  -0.8956  -0.102
H  3.1440  -0.1609  -1.1723  0.035
H  -1.8525  0.9060  -1.2702  0.108
H  0.8297  1.3492  -1.6592  0.036
H  -1.0688  2.2972  0.6636  0.099

[6]
This record from the OMol25 dataset describes 2 unconnected molecules or ions with the total composition C2H5FIN. The level of theory is the ωB97M-V functional and the def2-TZVPD basis.

Calculated values
SMILES string = [H]/N=C(/C)I.F
Molecular weight = 189.0 g/mol
Max |F| = 4.59 eV Å⁻¹
E_LUMO = 0.0067 Eh

Each line ends with the Löwdin charge.
CARTESIAN COORDINATES (ANGSTROEM)
I  2.6365  -0.6552  1.0284  0.728
F  -1.5070  1.4335  -2.4180  -0.089
N  0.5652  0.4621  -0.7853  0.065
C  -0.4674  -0.7402  1.0085  -0.137
C  0.6893  -0.2699  0.1639  -0.857
H  -0.3679  -0.3761  2.1271  0.113
H  -0.9435  1.2942  -1.7162  -0.014
H  -1.4495  -0.2461  0.8544  0.090
H  1.2786  0.8565  -1.3589  0.072
H  -0.4343  -1.7589  1.0960  0.027

Q: Which of these has the highest molecular weight?
A: C39H43AuBrN4O5S

Q: What is the molecular weight in the fifth record?
A: 159.3 g/mol

Q: Which value of molecular weight does entry 4 give?
A: 129.2 g/mol

Q: Which value of molecular weight does entry 4 give?
A: 129.2 g/mol